(1)
Density functional theory data (wB97M-V/def2-TZVPD) for the molecule C16H23NO5 at a distorted geometry.

Last column: natural (NBO) charge in e.
CARTESIAN COORDINATES (ANGSTROEM)
O  -0.415  3.797  -2.495  -0.3359
O  -0.371  -2.899  2.836  -0.5174
O  -0.263  -0.863  -1.521  -0.5377
O  0.521  1.730  -1.089  -0.5265
O  -1.261  1.732  0.180  -0.5253
N  -0.353  -1.147  0.578  -0.6433
C  -1.106  3.290  -1.546  0.1603
C  2.448  0.441  -0.775  -0.3748
C  0.247  -0.533  -0.585  0.6655
C  -1.299  -4.990  3.156  -0.4267
C  -1.281  -3.749  3.533  -0.0580
C  -1.206  -4.763  1.539  -0.3586
C  -2.577  4.035  -1.511  -0.2375
C  4.391  -1.020  -0.720  -0.6484
C  -1.036  4.903  -2.916  0.0919
C  -0.762  2.264  -0.680  0.7208
C  0.816  0.678  -0.146  0.0171
C  -0.967  -2.226  0.697  -0.2054
C  3.391  -0.600  1.478  -0.5964
C  -2.331  4.863  -2.755  -0.2879
C  3.208  -0.857  -0.244  -0.1424
C  -0.429  -3.328  1.639  0.0983
H  -1.880  -3.121  3.704  0.1823
H  -2.043  -2.075  1.222  0.1189
H  3.089  1.228  -0.533  0.1957
H  4.010  -1.405  2.004  0.2036
H  -0.671  -3.552  4.659  0.1461
H  3.829  0.250  1.495  0.1674
H  4.845  -1.856  -0.411  0.2248
H  -0.258  -5.617  3.468  0.1944
H  -2.958  5.778  -2.815  0.2391
H  -1.383  -2.550  -0.423  0.2242
H  2.463  0.199  -1.790  0.2103
H  -2.176  -4.443  1.280  0.1979
H  -0.667  5.220  -3.796  0.1911
H  -0.080  -0.678  1.724  0.3568
H  4.959  -0.146  -0.748  0.2154
H  2.334  -1.792  -0.195  0.1946
H  4.249  -1.259  -1.882  0.1838
H  -2.107  -5.506  3.595  0.2393
H  -0.812  -5.482  1.194  0.1748
H  0.905  0.869  0.814  0.2060
H  2.321  -0.599  1.917  0.1915
H  0.478  -3.530  1.059  0.1455
H  -3.221  3.801  -0.610  0.2650

Calculated values
SMILES string = CC(C)C[C@@H](OC(=O)c1ccco1)C(=O)NC[C@@H]1CCCO1
ΔE to the lowest compared entry with this formula, charge and spin = 1857.60 kJ/mol
E_LUMO = -0.00450 Ha
E_tot = -1053.7824 a.u.
charge = 0

(2)
Density functional theory data (wB97M-V/def2-TZVPD) for the molecule C6H12O.

Last column: natural (NBO) charge in e.
CARTESIAN COORDINATES (ANGSTROEM)
O  -0.210  0.813  0.640  -0.5503
C  -0.457  0.078  1.816  -0.0519
C  1.149  -0.758  -1.680  -0.4146
C  0.297  0.755  2.943  -0.6203
C  0.095  0.307  -1.673  -0.2487
C  -0.867  0.331  -0.514  -0.0561
C  0.018  -0.816  -2.668  -0.4173
H  -1.734  0.972  -0.733  0.1776
H  0.231  -0.601  -3.711  0.2166
H  0.173  0.206  3.881  0.2084
H  -1.536  0.034  2.040  0.1583
H  0.387  1.285  -2.050  0.2169
H  -0.110  -0.961  1.689  0.1557
H  1.363  0.807  2.700  0.2134
H  -1.250  -0.688  -0.350  0.1639
H  2.141  -0.499  -2.037  0.2172
H  1.139  -1.467  -0.856  0.2094
H  -0.750  -1.572  -2.517  0.2098
H  -0.078  1.773  3.079  0.2118

Calculated values
SMILES string = CCOCC1CC1
ΔE to the lowest compared entry with this formula, charge and spin = 148.85 kJ/mol
E_LUMO = 0.04379 Ha
E_tot = -311.0026 a.u.
charge = 0

(3)
Density functional theory data (wB97M-V/def2-TZVPD) for the molecule C5H7NO at a distorted geometry.

Last column: natural (NBO) charge in e.
CARTESIAN COORDINATES (ANGSTROEM)
O  -0.738  -1.214  -1.277  -0.6160
N  1.933  0.902  1.837  -0.3440
C  1.226  0.678  0.940  0.2758
C  0.416  0.392  -0.137  -0.3664
C  0.140  1.547  -0.993  -0.6346
C  -0.317  -0.736  -0.122  0.4645
C  -0.663  -1.525  1.023  -0.6954
H  -1.547  -2.128  1.037  0.2496
H  0.190  2.421  -0.371  0.2436
H  -0.197  -0.500  -1.797  0.4937
H  0.916  1.673  -1.710  0.2134
H  -0.709  -0.904  1.885  0.2401
H  0.126  -2.212  1.235  0.2509
H  -0.777  1.606  -1.548  0.2248

Calculated values
SMILES string = C/C(O)=C(/C)C#N
ΔE to the lowest compared entry with this formula, charge and spin = 193.37 kJ/mol
E_LUMO = 0.01728 Ha
E_tot = -324.6508 a.u.
charge = 0

(4)
Density functional theory data (wB97M-V/def2-TZVPD) for a cluster of 2 separate species, H4SSi2 in total at a distorted geometry.

Last column: natural (NBO) charge in e.
CARTESIAN COORDINATES (ANGSTROEM)
S  1.149  0.694  3.653  -0.5929
Si  0.436  -0.270  2.081  0.9905
Si  -0.310  -0.215  -2.266  0.5491
H  -0.166  -0.087  -3.878  -0.2678
H  -1.120  1.102  -2.420  -0.2751
H  0.153  0.334  0.757  -0.2013
H  -0.143  -1.557  2.073  -0.2024

Calculated values
ΔE to the lowest compared entry with this formula, charge and spin = 286.82 kJ/mol
E_LUMO = -0.05226 Ha
E_tot = -979.4386 a.u.
charge = 0

> What is the charge in the third record?

0

> Look up the ΔE to the lowest compared entry with this formula, charge and spin of the third one.

193.37 kJ/mol

> Which value of ΔE to the lowest compared entry with this formula, charge and spin does entry 4 give?

286.82 kJ/mol

> Which value of ΔE to the lowest compared entry with this formula, charge and spin does entry 1 give?

1857.60 kJ/mol